Formula: C62H95AsBaN5OSSbSi2Te
Source: the OMol25 dataset
Level of theory: the ωB97M-V functional and the def2-TZVPD basis

XYZ file:
```
170
Properties=species:S:1:pos:R:3:forces:R:3
Ba 0.130110 -0.460723 0.890574 1.7682 0.3045 -1.5988
C 3.446410 0.955977 0.796074 -0.1841 -0.0393 -0.0760
C 2.761010 1.554477 1.963674 0.5301 0.4123 0.1819
C 3.341010 2.631077 2.634474 -0.1844 0.0494 0.0742
C 2.685910 3.202277 3.707974 -0.0131 -0.1339 -0.1640
C 1.470510 2.661577 4.091274 -0.2634 -0.0028 0.0901
C 0.956910 1.594777 3.368474 -0.2037 -0.2272 0.3058
N 1.578610 1.055177 2.333474 0.7151 0.7133 0.4125
Sb -0.789190 0.745577 4.329274 -0.2893 0.5774 0.7382
C -1.866990 -0.840023 3.302074 0.1686 0.2005 0.4050
C -3.105990 -1.100423 3.876074 -0.0483 0.2303 0.0036
C -3.718790 -2.314123 3.628774 0.2205 -0.0675 -0.0357
C -3.050490 -3.242723 2.846774 0.0716 0.1314 0.0629
C -1.822490 -2.905923 2.292774 -0.4782 -0.4824 0.1679
C -1.052690 -3.871723 1.461274 0.0760 0.1019 -0.0982
N -1.265490 -1.713023 2.508474 -0.6959 -0.8920 0.8446
C -2.137590 2.236477 3.561374 0.1711 -0.2525 0.3079
C -2.443790 3.427677 4.194674 0.1255 0.0276 0.1462
C -3.423790 4.229277 3.629574 -0.0230 -0.0104 -0.0822
C -4.041290 3.812477 2.465474 0.1048 -0.0447 0.1338
C -3.647990 2.610077 1.881474 -0.2698 0.2154 0.0181
C -4.241290 2.109477 0.614274 0.0571 0.0696 -0.1247
N -2.718990 1.841577 2.441574 -0.0308 -0.2346 -0.4614
H 4.519110 1.102477 0.865874 0.1347 -0.0247 -0.0494
H 3.105310 1.471377 -0.102926 0.0790 -0.0806 -0.1549
H 3.202210 -0.095423 0.696774 0.1352 -0.1027 -0.0148
H 4.289510 3.020377 2.297274 0.0810 -0.0364 -0.0534
H 3.119910 4.035977 4.242774 -0.0198 0.0405 0.0114
H 0.920110 3.061077 4.935374 0.0624 -0.0085 0.0511
H -3.565890 -0.359423 4.516374 -0.0539 -0.0013 0.0628
H -4.672790 -2.557923 4.073674 -0.0883 0.0378 -0.0040
H -3.473790 -4.218023 2.666474 -0.0195 -0.1253 -0.0432
H -1.420590 -4.884323 1.611774 0.0603 -0.0476 -0.1019
H 0.005510 -3.826023 1.715874 0.0989 -0.0658 0.0117
H -1.145190 -3.616823 0.405174 -0.0409 -0.0488 -0.1201
H -1.935090 3.709777 5.107174 -0.0548 0.0381 0.0433
H -3.708290 5.162377 4.093474 -0.0066 0.0817 0.0497
H -4.814690 4.408277 2.006774 -0.0591 0.0560 -0.0815
H -4.546990 1.072877 0.743174 -0.1065 -0.0424 0.0084
H -3.488990 2.129177 -0.182626 0.0048 0.0964 -0.0559
H -5.093190 2.710077 0.308874 -0.1210 -0.0041 -0.0694
C 1.102310 -4.251823 4.308274 -0.0702 0.2477 -0.1083
C 0.946210 -2.766323 4.659674 0.0583 -0.0276 0.0845
C -0.013390 -2.636323 5.839174 0.1495 0.1770 -0.2327
C 2.309810 -2.164523 4.893174 -0.1156 -0.0250 -0.1267
C 2.808310 -1.997623 6.173474 -0.0195 0.0194 -0.0254
C 4.104710 -1.564123 6.378974 0.1028 -0.0115 0.0091
C 4.915910 -1.326523 5.289274 -0.0551 -0.0408 0.1833
C 4.453510 -1.479123 3.989274 -0.2448 -0.0389 -0.2868
C 5.424710 -1.245423 2.856574 0.1687 0.0053 0.0316
C 6.444510 -2.388223 2.804974 -0.1531 0.1008 -0.1733
C 6.157410 0.089977 3.004474 -0.1399 -0.1256 -0.1165
C 3.117210 -1.876023 3.773674 0.3639 -0.0616 0.7639
N 2.561610 -1.925423 2.496474 -0.6139 0.2259 -0.8411
C 3.034110 -2.726823 1.600374 0.0994 -0.1166 0.6124
C 2.821410 -2.694623 0.205474 0.0236 -0.4489 -0.6449
C 3.522410 -3.554123 -0.663126 -0.0594 0.1702 0.1844
C 3.367910 -3.043823 -1.934326 -0.0869 -0.0623 0.0435
C 2.577110 -1.886123 -1.809326 0.0841 -0.1199 0.0087
N 2.208010 -1.693123 -0.529526 -0.2203 0.4447 0.0096
C 2.370910 -0.916023 -2.954326 -0.0905 0.0591 -0.1176
C 3.708910 -0.200023 -3.216226 -0.1711 -0.0777 0.0496
C 1.974010 -1.690923 -4.220726 0.0667 0.1126 0.2180
C 1.315110 0.151477 -2.686726 0.1746 -0.3292 0.2436
H 0.123010 -4.703723 4.165674 -0.1398 -0.1570 -0.0746
H 1.606010 -4.779823 5.116174 0.0406 -0.0182 0.1039
H 1.689610 -4.380823 3.402674 0.0472 -0.0698 -0.0965
H 0.522510 -2.245123 3.794974 0.0462 -0.1774 0.0753
H 0.283310 -3.299923 6.647574 -0.0169 -0.0568 0.1685
H -1.016990 -2.920023 5.525574 -0.1481 -0.0350 0.0040
H -0.039290 -1.612823 6.213874 -0.0677 -0.0213 0.1044
H 2.187010 -2.219923 7.026474 -0.1042 -0.0308 0.0949
H 4.488910 -1.439423 7.379974 0.0248 0.0223 0.1114
H 5.939510 -1.026923 5.461174 0.1051 0.0543 -0.0453
H 4.874710 -1.233623 1.912774 0.0722 0.0407 0.0771
H 6.994210 -2.457623 3.743074 0.0300 0.0027 0.0667
H 7.156710 -2.214523 2.000674 0.1146 -0.0498 -0.0907
H 5.949110 -3.341923 2.632774 0.0245 -0.1029 -0.0134
H 6.887810 0.052577 3.808674 0.0888 0.0154 0.1171
H 5.453210 0.888377 3.224174 -0.0247 0.1566 -0.0137
H 6.692510 0.323777 2.086374 0.0770 0.0799 -0.0929
H 3.747710 -3.509123 1.901474 -0.0785 0.0670 0.0263
H 4.097710 -4.412923 -0.371826 0.1367 -0.1807 0.1035
H 3.783810 -3.453323 -2.834126 0.1032 -0.0114 -0.2287
H 4.511710 -0.914523 -3.384826 0.0683 -0.0762 -0.0182
H 3.970410 0.428677 -2.365626 0.0570 0.0881 0.0369
H 3.612910 0.427677 -4.104226 0.0319 0.1190 -0.0534
H 2.777710 -2.352523 -4.537026 -0.0037 -0.1148 -0.0567
H 1.764510 -0.996123 -5.034526 -0.0161 0.0331 -0.0625
H 1.082710 -2.287323 -4.032226 -0.1046 -0.0933 -0.0616
H 1.613710 0.810377 -1.876526 0.0331 0.1976 0.1308
H 0.365110 -0.308323 -2.430226 -0.3088 -0.0148 0.0092
H 1.171610 0.763877 -3.575426 -0.1155 0.1242 0.0026
C -2.065090 -4.440623 -4.317126 0.0837 0.2716 0.6501
Si -1.889490 -3.857023 -2.500426 0.2168 -0.3217 -0.4096
C -0.125490 -4.298623 -1.899226 -0.6869 0.2128 -0.0809
C -3.212590 -4.869123 -1.559326 0.4614 0.5554 -0.1666
C -2.100590 -1.963123 -2.619026 -0.1087 -0.2707 0.2859
Te -2.523190 -0.492723 -1.067726 -1.3121 -1.1686 -0.5403
C -3.942590 -1.780923 -0.019926 -0.3391 0.1365 -0.5310
Si -5.618090 -1.867723 -0.916926 -0.5218 0.1108 -0.0966
C -6.590090 -0.245123 -0.646426 0.4184 -0.6254 0.0262
C -6.617390 -3.332423 -0.195126 0.3692 0.5431 -0.2635
C -5.554290 -2.054523 -2.814326 0.1970 -0.0128 0.7181
H -1.828390 -5.496723 -4.410126 0.0670 -0.2153 0.0542
H -1.396990 -3.895623 -4.976926 0.1778 0.1435 -0.0917
H -3.074590 -4.299423 -4.693426 -0.2222 0.0641 0.0061
H -0.124390 -5.156823 -1.232026 -0.0428 -0.1297 0.1357
H 0.375310 -3.473423 -1.390326 0.0565 0.0435 0.0288
H 0.497610 -4.564123 -2.748926 0.0772 0.0302 -0.1785
H -3.137090 -5.912623 -1.849626 0.1230 -0.1899 -0.1407
H -4.212090 -4.535423 -1.811026 -0.2328 0.0794 -0.0897
H -3.119090 -4.828623 -0.481226 0.0629 0.0367 0.2963
H -2.853690 -1.781623 -3.382626 -0.0545 0.0693 -0.0461
H -1.165990 -1.588323 -3.033026 0.1536 -0.0948 -0.1474
H -4.094690 -1.314823 0.952974 -0.0514 0.1072 0.1262
H -3.533890 -2.765323 0.162974 0.1189 -0.1923 -0.0282
H -6.737090 -0.015323 0.404374 -0.0057 0.0350 0.2376
H -7.571790 -0.312023 -1.105926 -0.1750 -0.0952 -0.1277
H -6.070290 0.590777 -1.105426 0.1347 0.1361 -0.1020
H -6.694790 -3.270423 0.885574 0.0085 0.0699 0.2613
H -6.172190 -4.292723 -0.436026 0.1619 -0.1618 -0.0710
H -7.626190 -3.334623 -0.594826 -0.2325 0.0361 -0.1124
H -5.107290 -1.169023 -3.256626 0.1144 0.1947 -0.0865
H -6.564990 -2.141823 -3.204426 -0.2094 -0.0051 0.0299
H -4.996790 -2.922423 -3.148826 0.1126 -0.1733 -0.0854
C 5.354510 3.643777 -3.542026 -0.1845 0.0393 0.0587
As 3.489310 4.173177 -3.257226 0.5996 0.2307 -0.5064
C 2.592910 3.607877 -4.897126 -0.0101 -0.0257 0.2670
C 3.541010 6.123177 -3.364426 -0.0658 -0.1626 0.0617
S 2.846510 3.486377 -1.423126 -0.1190 0.0474 0.1644
H 5.805910 4.221077 -4.344226 0.0009 0.0522 -0.1368
H 5.398710 2.581777 -3.786526 -0.1100 0.0472 0.0221
H 5.912110 3.808377 -2.618826 -0.1629 0.0399 -0.0355
H 2.989310 4.205777 -5.716826 0.0199 0.0372 -0.0172
H 1.515610 3.760577 -4.810326 0.0877 0.0499 0.1177
H 2.795310 2.554077 -5.090226 0.0604 0.0409 0.1323
H 4.195410 6.431577 -4.177826 -0.0009 -0.0121 -0.0626
H 3.911410 6.528277 -2.419426 -0.0469 -0.1896 -0.1089
H 2.532710 6.497477 -3.540926 0.0120 -0.0755 0.0145
C -1.771890 5.081977 0.156374 0.2964 -0.0080 0.0035
C -0.516690 4.381277 -0.376226 -0.1659 -0.2030 -0.0815
C -0.187890 3.161077 0.473174 0.0901 0.1712 0.1114
C -0.703290 4.117177 -1.858126 0.1308 0.1577 0.0330
C -0.230290 5.108077 -2.702526 0.0394 0.1223 -0.0951
C -0.510490 5.122877 -4.057526 0.0470 0.2777 -0.0958
C -1.362090 4.150077 -4.550226 0.0737 0.0741 -0.0631
C -1.844590 3.131077 -3.751726 -0.1508 -0.0625 -0.2405
C -2.821490 2.160177 -4.381126 0.1041 -0.1366 0.1958
C -4.090390 2.009977 -3.544026 0.0941 -0.0171 -0.0269
C -2.137490 0.816177 -4.616026 -0.1043 0.1732 -0.0601
C -1.443890 3.014777 -2.384626 0.1463 0.1954 0.0767
O -1.772690 1.987177 -1.658326 0.1466 0.2637 -0.0347
H -1.659190 5.308277 1.215874 -0.0443 0.0654 0.1882
H -2.645390 4.448777 0.031074 -0.1396 -0.1141 -0.0716
H -1.942190 6.009677 -0.385126 -0.0585 0.0972 -0.0473
H 0.324410 5.078977 -0.274926 -0.0613 -0.0684 -0.0563
H -1.005890 2.451077 0.420474 -0.0948 -0.1801 0.0114
H -0.037490 3.467677 1.511174 0.0782 -0.0156 0.0907
H 0.729510 2.709077 0.097474 0.0986 -0.1705 0.0064
H 0.357810 5.915577 -2.273426 0.0176 -0.0236 0.0482
H -0.135390 5.907277 -4.704526 0.0022 0.0459 0.0209
H -1.677990 4.201277 -5.586026 -0.0304 -0.0668 -0.0811
H -3.118090 2.565477 -5.357426 0.0944 0.0266 0.0944
H -3.848790 1.575277 -2.576126 -0.0687 0.0590 -0.0165
H -4.811090 1.368677 -4.048526 -0.1524 -0.0954 -0.1049
H -4.543790 2.986177 -3.386326 -0.1286 0.1063 0.0421
H -1.747090 0.455077 -3.669626 0.0614 -0.0539 -0.0145
H -1.307590 0.935477 -5.310926 0.1051 -0.0482 -0.0661
H -2.835090 0.088877 -5.029726 -0.0617 -0.1874 -0.0323
```
Forces are in eV/Å.

orbital gap: 5.8170 eV
highest occupied orbital energy: -6.032 eV
net charge: 0

Formula: C4H24BO20
Source: the OMol25 dataset
Level of theory: the ωB97M-V functional and the def2-TZVPD basis

XYZ file:
```
49
Properties=species:S:1:pos:R:3:forces:R:3
O 2.791762 0.151404 2.634491 0.3453 -0.5414 -0.4240
C 2.035477 -0.386425 1.867206 -0.2650 0.9162 0.6805
O 1.875085 -0.084743 0.601259 0.1355 -0.5254 -0.1171
B 0.665420 -0.741598 0.087035 0.5684 -0.1992 0.0375
O 0.112840 -1.491365 1.211494 -0.0936 0.1074 -0.0072
C 0.877752 -1.308511 2.300479 -0.3992 0.0253 -0.4074
O 0.621382 -1.681264 3.398958 0.1602 -0.1361 0.1117
O 0.960776 -1.633943 -1.075901 -0.1126 0.1370 0.1157
C 0.286258 -1.224044 -2.108850 -0.2646 0.0258 -0.5448
O 0.216658 -1.741526 -3.202539 -0.0188 -0.0280 0.3898
C -0.481564 0.058693 -1.722767 0.4829 0.1987 0.2339
O -0.218936 0.296437 -0.463844 -0.4560 -0.1651 0.1451
O -1.143064 0.747029 -2.453445 -0.0144 -0.0406 -0.1810
O 1.421202 2.767503 0.214914 -0.1418 0.0145 0.1672
H 0.512250 2.520156 0.442315 -0.0869 0.0371 -0.1786
H 1.350481 3.671766 -0.102727 0.0527 0.0088 -0.0230
O 3.772962 1.552769 -0.905344 0.0265 -0.0600 -0.0012
H 2.949610 1.654633 -0.398252 0.1504 0.1132 -0.0778
H 3.501669 1.667340 -1.820115 -0.0019 0.0309 -0.0027
O -3.698078 0.918062 -0.703940 0.0482 -0.1012 -0.2330
H -4.534802 1.365823 -0.555317 0.0186 0.0205 0.0835
H -3.628473 0.831270 -1.671260 -0.0339 -0.1264 0.0252
O -0.054910 -4.494881 -2.217716 -0.0008 -0.0892 0.0743
H 0.262099 -5.040047 -2.941925 0.0475 0.0562 -0.0266
H 0.124064 -3.583250 -2.489500 0.1311 -0.2483 -0.1131
O 6.018354 -0.775012 1.417702 -0.0314 -0.0603 -0.0668
H 5.643780 -1.344137 2.095806 -0.0498 0.0643 0.0381
H 5.261316 -0.294385 1.060237 0.0460 0.0832 -0.0074
O -0.084861 -0.557552 6.748381 -0.1423 0.0659 0.0380
H -0.867477 -1.115331 6.734274 0.0329 -0.0448 -0.0764
H -0.001508 -0.226214 5.845435 0.2176 0.0158 0.0004
O -2.779578 -1.163717 2.736011 -0.0078 0.0507 -0.0015
H -1.991726 -1.278542 2.190674 0.0098 -0.1047 -0.0015
H -2.622437 -0.344226 3.212967 0.0077 0.0094 -0.0014
O -3.663227 -0.088349 -3.463314 -0.2161 0.0614 0.0758
H -3.612838 -0.952079 -3.029192 -0.0474 -0.1566 -0.2087
H -2.801094 0.017501 -3.879308 0.0703 0.0625 0.1251
O -2.674761 -2.944096 -3.092913 -0.3111 0.3176 0.0005
H -1.896810 -2.380130 -3.030239 0.2730 -0.1554 -0.0475
H -2.604958 -3.330585 -3.970276 -0.0022 -0.0619 0.0010
O 0.319567 3.085935 -3.499177 -0.0658 0.0692 0.0324
H -0.247767 3.843265 -3.667558 0.0075 0.0024 -0.0412
H -0.286433 2.365285 -3.278820 0.0344 -0.0603 0.0272
O -1.666982 2.769747 0.037475 0.3243 0.2150 0.2030
H -1.989234 1.867826 -0.112674 -0.2933 0.1457 -0.0087
H -1.443430 3.078685 -0.845416 -0.0061 -0.0547 -0.0572
O 1.194726 1.716936 4.339909 -0.0871 -0.1905 -0.1248
H 1.769197 1.238192 3.713372 -0.0904 0.1979 0.4045
H 0.450260 2.019696 3.811939 0.0495 0.0977 -0.0300
```
Forces are in eV/Å.

relative energy (zero: lowest compared OMol25 entry of this formula, charge and spin): 13.9 kcal/mol
orbital gap: 10.2900 eV
highest occupied orbital energy: -8.174 eV
net charge: -1